No. 1
The following is a DFT calculation (the ωB97M-V functional and the def2-TZVPD basis) of 3 unconnected molecules or ions with the total composition C11H27NO3 in a non-equilibrium geometry.

XYZ file:
```
42
Properties=species:S:1:pos:R:3:forces:R:3:nbo_charge:R:1
C 0.35490 -1.78398 1.98213 0.50 -1.19 -0.22 -0.621
C 1.38460 -0.82147 1.32951 -2.06 0.31 -1.13 0.131
C 2.76763 -1.45457 1.26157 -0.41 -0.16 0.01 -0.633
C 0.85143 -0.63081 -0.17016 0.51 0.53 0.73 -0.393
C 1.16829 0.76974 -0.71095 -0.33 -0.67 0.08 -0.409
C 0.65723 1.85987 0.19982 0.16 -1.43 -0.07 -0.398
C 1.42768 1.76502 1.53653 -1.70 2.41 0.52 0.147
C 2.87740 2.31512 1.44886 -1.34 -1.01 0.24 -0.642
C 0.51791 2.74691 2.38841 1.31 -0.84 0.96 -0.615
N 1.26877 0.43717 2.09275 -1.38 0.01 -5.50 -0.223
O 1.58614 0.25695 3.34178 1.31 -0.02 4.15 -0.549
H 0.49637 -1.96016 3.04846 0.33 0.02 -0.02 0.208
H -0.71517 -1.62788 1.84542 0.10 1.02 -0.20 0.213
H 0.47188 -2.74145 1.47452 0.25 -0.37 0.17 0.204
H 2.61634 -2.34912 0.65742 0.35 -0.25 0.20 0.208
H 3.47975 -0.83312 0.71862 0.05 0.14 0.19 0.207
H 3.13096 -1.71808 2.25487 0.18 0.05 -0.09 0.221
H 1.31278 -1.30051 -0.89594 0.46 -0.43 0.46 0.207
H -0.19650 -0.91987 -0.24993 -0.21 0.50 0.34 0.198
H 2.25751 0.80726 -0.69391 0.11 0.25 -0.74 0.194
H 0.74541 0.80119 -1.71508 0.38 0.36 -0.19 0.213
H -0.38544 1.63775 0.42693 -0.16 -0.03 0.07 0.201
H 0.62596 2.85149 -0.25164 0.60 0.07 0.15 0.217
H 3.31094 2.37007 2.44742 0.03 0.09 -0.04 0.219
H 2.80637 3.30213 0.99185 0.53 -0.14 -0.16 0.213
H 3.39845 1.54157 0.88474 0.59 0.61 -0.25 0.205
H -0.46732 2.30532 2.53813 -0.07 0.07 -0.25 0.206
H 0.44092 3.75477 1.98052 0.06 -0.16 -0.21 0.210
H 0.96881 2.82207 3.37794 -0.04 0.26 0.21 0.204
H 0.73858 0.21436 3.79059 -0.02 -0.03 0.63 0.458
C -3.89372 -2.89491 -4.40920 -0.86 -0.49 -0.29 -0.241
O -4.09786 -1.57606 -3.97414 0.41 1.01 0.18 -0.736
H -3.89897 -3.51119 -3.51016 0.11 -0.17 -0.25 0.185
H -4.74216 -3.14117 -5.04766 -0.10 -0.59 0.09 0.163
H -3.01022 -3.08321 -5.01917 0.38 0.33 0.25 0.165
H -4.49605 -1.07539 -4.68995 0.02 0.00 -0.04 0.468
C -2.46208 0.07223 -1.48397 0.43 -0.86 -1.10 -0.263
O -3.21582 0.95802 -2.33576 0.86 0.44 1.30 -0.734
H -1.41192 -0.07042 -1.73880 0.15 0.15 -1.37 0.152
H -2.20269 0.35793 -0.46458 -1.65 0.72 0.31 0.184
H -2.90668 -0.91892 -1.57367 -0.05 -0.04 0.64 0.178
H -3.56040 0.46533 -3.08417 0.22 -0.45 0.21 0.480
```
Positions in Å, forces in eV/Å.

Values from the calculation:
Highest occupied orbital energy: -7.82 eV
Energy relative to the best compared isomer or geometry (same formula, charge and spin): 2.5 kcal/mol
SMILES: CC1(C)CCCC(C)(C)N1O.CO.CO
Net charge: 0
HOMO-LUMO gap: 8.415 eV
Lowest unoccupied orbital energy: 0.0220 Ha
Spin multiplicity: 1
Strongest force on any atom: 5.67 eV Å⁻¹

No. 2
The following is a DFT calculation (the ωB97M-V functional and the def2-TZVPD basis) of a molecular structure, C11H28Br2NNiO5 in a non-equilibrium geometry.

XYZ file:
```
48
Properties=species:S:1:pos:R:3:forces:R:3:lowdin_spin:R:1
Ni 1.42159 -2.06679 -1.15230 0.48 0.20 1.41 1.655
O 0.09449 -1.74432 -0.05616 0.35 -0.40 -0.69 0.282
H -0.64004 -1.19823 0.21543 -0.18 0.29 -0.15 0.012
C -3.44676 -1.13280 -0.83028 0.19 0.57 -1.27 0.000
N -4.06160 -1.52754 0.43584 0.05 0.58 0.44 0.000
O -4.20202 -0.65098 1.26695 -0.11 -0.06 -0.26 0.000
O -4.35679 -2.68416 0.57135 -0.26 -0.77 0.13 0.000
H -4.15572 -0.57780 -1.44574 -0.27 0.00 0.35 0.000
H -3.15413 -1.99445 -1.41823 0.16 -0.21 0.32 0.000
H -2.63914 -0.43795 -0.62390 0.13 -0.10 0.09 0.000
Br -2.64932 -0.76269 4.01941 0.36 0.03 0.13 0.000
C -0.92430 -1.18783 3.21635 -0.51 -0.03 0.16 0.000
C -0.85024 -2.63282 2.71818 -0.23 0.87 -0.52 0.002
Br -1.59304 -3.97927 3.86170 0.24 -0.07 0.05 0.001
H -0.14130 -0.89578 3.90837 -0.05 -0.17 0.19 0.000
H -0.90636 -0.50442 2.36781 0.29 -0.07 -0.07 0.000
H 0.17465 -2.88700 2.47000 0.11 -0.14 0.21 0.000
H -1.39571 -2.64292 1.77650 -0.23 -0.47 0.13 0.001
C -2.59340 5.93862 -3.07533 -0.40 0.34 0.01 0.000
C -1.73092 4.70305 -3.17058 0.57 1.00 -0.43 0.000
O -1.94640 3.91655 -2.02936 -0.61 0.34 -0.17 0.000
C -1.11300 2.81303 -1.99778 0.09 -0.06 0.92 0.000
C -1.17321 2.21860 -0.60107 0.39 -0.98 -0.79 0.000
H -3.62220 5.70701 -2.79631 0.05 -0.15 -0.02 0.000
H -2.19144 6.61512 -2.32031 -0.05 -0.09 0.08 0.000
H -2.63781 6.50913 -4.00401 0.16 -0.19 -0.10 0.000
H -1.84076 4.15139 -4.11443 -0.46 -0.19 0.19 0.000
H -0.68437 5.05970 -3.19734 -0.02 -0.26 0.14 0.000
H -1.44535 2.05852 -2.72052 0.31 0.02 -0.30 0.000
H -0.09399 3.17226 -2.18150 0.18 -0.41 -0.33 0.000
H -0.89435 2.94804 0.14943 -0.14 -0.04 0.20 0.000
H -0.45718 1.38110 -0.61714 0.14 0.18 0.34 0.000
H -2.13686 1.74275 -0.42437 -0.21 0.47 0.28 0.000
C 2.95582 -3.01817 2.26234 -0.67 -0.16 -0.32 0.000
C 2.80417 -1.78863 1.40651 -0.18 0.52 1.03 0.001
O 3.07295 -2.12275 0.01627 -0.63 0.42 -0.56 0.037
C 4.48921 -2.17490 -0.37752 -0.16 -0.48 -0.23 0.007
C 5.19281 -0.85501 -0.22442 -0.46 -0.23 -0.60 0.000
H 3.98212 -3.35433 2.34724 0.05 -0.14 0.18 0.000
H 2.48067 -2.88681 3.23433 0.42 0.27 0.18 0.000
H 2.32555 -3.78358 1.79678 0.35 -0.23 -0.02 0.000
H 1.79543 -1.39912 1.51446 -0.24 -0.34 -0.63 0.000
H 3.37879 -0.91417 1.71781 0.58 -0.35 -0.21 0.000
H 5.00146 -2.96495 0.17421 -0.32 -0.03 0.18 0.001
H 4.41479 -2.51970 -1.40912 0.29 0.17 -0.08 0.001
H 6.16238 -0.94048 -0.71092 0.13 0.06 0.15 0.000
H 5.31277 -0.59985 0.82065 0.15 0.23 0.04 0.000
H 4.61807 -0.10469 -0.76926 0.14 0.28 0.22 0.000
```
Positions in Å, forces in eV/Å.

Values from the calculation:
Highest occupied orbital energy (alpha / beta): -11.91 / -11.91 eV
Energy relative to the best compared isomer or geometry (same formula, charge and spin): 0.0 kcal/mol
Net charge: +1
HOMO-LUMO gap (alpha / beta): 6.099 / 5.105 eV
Lowest unoccupied orbital energy (alpha / beta): -0.2135 / -0.2500 Ha
Spin multiplicity: 3
Strongest force on any atom: 1.50 eV Å⁻¹

Among the records above, which one has the lowest spin multiplicity? C11H27NO3

What is the formula in the first record? C11H27NO3

The lowest energy relative to the best compared isomer or geometry (same formula, charge and spin) belongs to which entry? C11H28Br2NNiO5